# 1
A gas-phase ion, C4H10NO (charge +1), computed with ωB97M-V/def2-TZVPD.

SMILES = CO[N+]1(C)CC1
HOMO = -15.975 eV

The geometry in ORCA input format:
```
! RIJCOSX wB97M-V def2-TZVPD def2/J DEFGRID3
* xyz 1 1
C 1.96 -0.22 0.23
O 0.97 0.59 -0.28
N -0.39 0.17 -0.01
C -0.70 0.40 1.39
C -0.79 -0.84 -0.91
C -1.18 0.55 -1.21
H 2.73 0.52 0.23
H 2.22 -1.11 -0.38
H 1.79 -0.49 1.22
H -1.67 0.95 1.36
H -0.77 -0.49 1.87
H 0.15 1.00 1.72
H -1.59 -1.55 -0.72
H 0.08 -1.29 -1.46
H -0.60 1.01 -2.05
H -2.21 0.79 -1.02
*
```

Atomic partial charges in e from the Löwdin method, atoms 1 to 6:
1. C -0.051
2. O -0.094
3. N -0.229
4. C 0.087
5. C -0.036
6. C 0.045



# 2
A gas-phase ion, C4H10NO (charge +1), computed with ωB97M-V/def2-TZVPD.

SMILES = C/C=[N+](/C)OC
HOMO = -15.439 eV

The geometry in ORCA input format:
```
! RIJCOSX wB97M-V def2-TZVPD def2/J DEFGRID3
* xyz 1 1
C 0.62 1.68 1.43
C 0.91 1.10 0.11
N 0.18 0.18 -0.43
C 0.31 -0.34 -1.77
O -0.90 -0.30 0.26
C -1.22 -1.69 0.40
H 0.88 2.65 1.60
H 1.32 1.11 2.05
H -0.44 1.33 1.73
H 1.54 1.66 -0.50
H -0.40 -1.25 -1.97
H 1.39 -0.54 -1.78
H 0.04 0.50 -2.46
H -2.31 -1.72 0.76
H -0.45 -2.24 1.06
H -1.50 -2.12 -0.49
*
```

Atomic partial charges in e from the Löwdin method, atoms 1 to 6:
1. C 0.019
2. C 0.007
3. N -0.132
4. C 0.040
5. O -0.108
6. C -0.022



# 3
2 unconnected molecules or ions with the total composition C4H10NO, computed with ωB97M-V/def2-TZVPD.

HOMO = -12.903 eV

The geometry in ORCA input format:
```
! RIJCOSX wB97M-V def2-TZVPD def2/J DEFGRID3
* xyz 1 1
C -1.80 -1.13 -0.49
C -1.62 1.28 0.65
C 2.91 0.00 -0.67
C -1.48 -0.17 0.61
N 1.82 -0.64 0.04
O 1.62 -0.36 1.17
H -2.14 -2.14 -0.15
H -0.68 -1.31 -0.83
H -2.29 -0.82 -1.37
H -0.71 1.77 0.94
H -2.14 1.75 1.45
H -1.98 1.90 -0.19
H 2.94 -0.58 -1.56
H 3.86 0.03 -0.14
H 2.52 1.00 -0.86
H -0.84 -0.60 1.41
*
```

Atomic partial charges in e from the Löwdin method, atoms 1 to 6:
1. C -0.001
2. C -0.017
3. C -0.051
4. C 0.071
5. N -0.129
6. O -0.002



# 4
2 unconnected molecules or ions with the total composition C4H10NO, computed with ωB97M-V/def2-TZVPD.

HOMO = -14.177 eV

The geometry in ORCA input format:
```
! RIJCOSX wB97M-V def2-TZVPD def2/J DEFGRID3
* xyz 1 1
C 0.40 -0.40 1.76
C -0.17 0.79 0.78
C 0.81 1.00 -0.33
C 0.85 -0.38 -0.89
O 1.84 -1.10 -0.69
N -2.94 0.03 -0.79
H 0.68 0.08 2.72
H 1.39 -0.70 1.41
H -0.22 -1.24 2.02
H -0.60 1.64 1.27
H 1.77 1.33 -0.16
H 0.52 1.68 -1.26
H -0.09 -0.87 -1.24
H -3.42 -0.59 -0.17
H -2.07 0.39 -0.29
H -3.46 0.76 -1.31
*
```

Atomic partial charges in e from the Löwdin method, atoms 1 to 6:
1. C 0.036
2. C 0.207
3. C -0.110
4. C -0.246
5. O 0.067
6. N 0.056



# 5
3 unconnected molecules or ions with the total composition C4H10NO, computed with ωB97M-V/def2-TZVPD.

HOMO = -13.395 eV

The geometry in ORCA input format:
```
! RIJCOSX wB97M-V def2-TZVPD def2/J DEFGRID3
* xyz 1 1
C 0.43 -0.11 1.13
C -0.62 -0.36 2.05
C 1.56 2.07 0.78
C -1.09 -0.23 -2.85
N 1.05 0.98 0.82
O -0.40 -0.24 -1.87
H 0.74 -0.96 0.45
H -1.10 0.61 2.35
H -0.35 -0.86 2.99
H -1.35 -1.15 1.82
H 2.59 2.34 1.31
H 0.12 -1.91 -0.85
H 1.10 2.73 0.13
H -1.46 -1.16 -3.17
H -1.11 0.59 -3.66
H -0.11 -2.36 -1.42
*
```

Atomic partial charges in e from the Löwdin method, atoms 1 to 6:
1. C -0.075
2. C -0.019
3. C 0.136
4. C -0.113
5. N 0.106
6. O -0.111



# 6
A gas-phase ion, C4H10NO2 (charge -1), computed with ωB97M-V/def2-TZVPD.

SMILES = C[C@@H](O)[C@H](N)C[O-]
HOMO = -2.340 eV

The geometry in ORCA input format:
```
! RIJCOSX wB97M-V def2-TZVPD def2/J DEFGRID3
* xyz -1 1
C 1.70 -0.18 0.44
C 0.35 -0.64 0.92
O 0.04 0.15 2.11
C -0.78 -0.39 -0.09
N -0.73 -1.37 -1.22
C -0.77 1.06 -0.62
O 0.07 1.39 -1.63
H 1.93 -0.72 -0.47
H 1.74 0.90 0.32
H 2.39 -0.40 1.28
H 0.30 -1.68 1.23
H -0.90 0.21 2.13
H -1.73 -0.56 0.45
H -0.05 -2.03 -0.84
H -0.15 -0.92 -1.94
H -1.83 1.28 -1.02
H -0.78 1.67 0.32
*
```

Atomic partial charges in e from the Löwdin method, atoms 1 to 6:
1. C -0.058
2. C -0.413
3. O -0.081
4. C -0.379
5. N 0.027
6. C -0.502



# 7
2 unconnected molecules or ions with the total composition C4H10NO2, computed with ωB97M-V/def2-TZVPD.

HOMO = -3.368 eV

The geometry in ORCA input format:
```
! RIJCOSX wB97M-V def2-TZVPD def2/J DEFGRID3
* xyz -1 1
C -0.16 1.01 0.26
O -2.73 0.12 -1.23
C -0.29 -0.36 0.77
C 0.78 -0.27 -0.47
C 2.28 0.25 -0.02
O 3.22 -0.59 -0.36
N -1.51 -1.00 0.76
H -1.15 1.35 0.02
H 0.53 1.65 0.78
H 0.34 -0.56 1.65
H 0.92 -1.35 -0.57
H 0.68 0.00 -1.52
H 2.29 1.24 -0.58
H 2.20 0.46 1.08
H -3.20 -0.45 -1.85
H -1.86 -1.04 1.71
H -2.34 -0.46 -0.43
*
```

Atomic partial charges in e from the Löwdin method, atoms 1 to 6:
1. C 0.008
2. O -0.209
3. C -0.441
4. C -0.142
5. C -0.555
6. O -0.305



# 8
A gas-phase ion, C4H10NO2 (charge -1), computed with ωB97M-V/def2-TZVPD.

SMILES = N[C@H](CO)CC[O-]
HOMO = -2.533 eV

The geometry in ORCA input format:
```
! RIJCOSX wB97M-V def2-TZVPD def2/J DEFGRID3
* xyz -1 1
N 1.08 -0.74 -1.03
C 0.45 -0.12 0.07
C 0.78 -0.97 1.43
O 1.23 -0.19 2.53
C -1.06 0.05 -0.14
C -1.19 1.29 -1.17
O -0.80 0.88 -2.43
H 0.81 -0.06 -1.80
H 0.62 -1.58 -1.34
H 0.94 0.85 0.33
H 1.56 -1.71 1.14
H 0.03 -1.66 1.85
H 1.36 0.71 2.19
H -1.68 -0.79 -0.48
H -1.61 0.35 0.80
H -2.17 1.74 -1.05
H -0.34 1.95 -0.90
*
```

Atomic partial charges in e from the Löwdin method, atoms 1 to 6:
1. N 0.005
2. C -0.422
3. C -0.237
4. O -0.111
5. C -0.172
6. C -0.479



# 9
2 unconnected molecules or ions with the total composition C4H10NO2, computed with ωB97M-V/def2-TZVPD.

HOMO (spin up / spin down) = -9.576 / -9.543 eV

The geometry in ORCA input format:
```
! RIJCOSX wB97M-V def2-TZVPD def2/J DEFGRID3
* xyz 0 2
C -1.20 1.05 -1.04
O -1.29 -0.26 -0.63
C -1.84 2.02 -0.06
H -1.63 1.20 -2.03
H -0.13 1.27 -1.17
H -1.68 3.05 -0.38
H -1.42 1.90 0.94
H -2.91 1.84 0.01
C 1.46 -0.13 1.08
N 0.76 -1.22 0.64
C 1.50 -2.36 0.11
O 2.58 -0.17 1.52
H 0.85 0.79 1.02
H -0.08 -1.00 0.09
H 1.85 -2.15 -0.90
H 0.83 -3.21 0.06
H 2.34 -2.59 0.75
*
```

Atomic partial charges in e from the Löwdin method, atoms 1 to 6:
1. C -0.346
2. O -0.010
3. C -0.081
4. H 0.127
5. H 0.135
6. H 0.077



# 10
A gas-phase ion, C4H10NO2 (charge +1), computed with ωB97M-V/def2-TZVPD.

SMILES = CC[NH2+]CC(=O)O
HOMO = -15.043 eV

The geometry in ORCA input format:
```
! RIJCOSX wB97M-V def2-TZVPD def2/J DEFGRID3
* xyz 1 1
C 0.66 2.35 0.10
C 0.84 0.88 0.12
N -0.44 0.10 -0.03
C -0.53 -1.12 0.89
C -0.42 -2.27 -0.05
O -0.18 -3.42 0.09
O -0.76 -1.96 -1.41
H 1.47 2.85 -0.36
H -0.25 2.57 -0.47
H 0.52 2.97 1.01
H 1.33 0.46 0.97
H 1.39 0.63 -0.79
H -1.30 0.66 0.02
H -0.59 -0.08 -1.07
H 0.25 -1.13 1.66
H -1.41 -0.97 1.52
H -0.58 -2.51 -2.18
*
```

Atomic partial charges in e from the Löwdin method, atoms 1 to 6:
1. C -0.064
2. C -0.172
3. N 0.034
4. C 0.030
5. C -0.407
6. O 0.187



# 11
2 unconnected molecules or ions with the total composition C4H10NO2S, computed with ωB97M-V/def2-TZVPD.

HOMO = -2.884 eV

The geometry in ORCA input format:
```
! RIJCOSX wB97M-V def2-TZVPD def2/J DEFGRID3
* xyz -1 1
C 1.09 0.94 0.64
N 0.97 -0.52 0.70
C 1.61 -1.37 -0.15
O 1.39 -2.56 -0.17
C 0.10 1.61 -0.32
C -1.35 1.18 -0.11
S -1.86 1.62 1.61
H 0.98 1.37 1.63
H 2.12 1.01 0.26
H 0.28 -0.94 1.30
H 2.21 -0.72 -0.82
H 0.15 2.65 0.03
H 0.36 1.35 -1.37
H -1.94 1.63 -0.93
H -1.48 0.11 -0.21
H -0.77 -2.60 -0.63
H -2.16 -1.95 -0.80
O -1.72 -2.81 -0.65
*
```

Atomic partial charges in e from the Löwdin method, atoms 1 to 6:
1. C -0.258
2. N 0.022
3. C -0.377
4. O -0.016
5. C -0.319
6. C -0.753



# 12
2 unconnected molecules or ions with the total composition C4H10NO2S, computed with ωB97M-V/def2-TZVPD.

HOMO = -2.730 eV

The geometry in ORCA input format:
```
! RIJCOSX wB97M-V def2-TZVPD def2/J DEFGRID3
* xyz -1 1
C -1.43 1.89 1.15
N -1.14 1.25 -0.15
C -0.48 -0.05 -0.06
C -0.95 -1.11 0.94
S 0.06 -1.05 2.55
C 0.97 0.24 0.00
O 1.72 0.00 -0.93
H -1.95 1.22 1.82
H -1.80 2.88 0.86
H -0.57 2.26 1.73
H -2.06 1.01 -0.51
H -0.69 -0.59 -1.06
H -0.68 -2.15 0.70
H -2.04 -1.05 1.11
H 1.40 0.72 0.90
H 3.68 -2.29 -2.59
H 2.84 -1.13 -3.14
O 3.11 -2.04 -3.32
*
```

Atomic partial charges in e from the Löwdin method, atoms 1 to 6:
1. C -0.145
2. N -0.081
3. C -0.463
4. C -0.638
5. S 0.094
6. C -0.304



Number 1: strongest force on any atom 3.5 eV/A. Number 2: strongest force on any atom 5.0 eV/A. Number 3: strongest force on any atom 2.5 eV/A. Number 4: strongest force on any atom 6.8 eV/A. Number 5: strongest force on any atom 5.8 eV/A. Number 6: strongest force on any atom 2.5 eV/A. Number 7: strongest force on any atom 4.3 eV/A. Number 8: strongest force on any atom 4.6 eV/A. Number 9: strongest force on any atom 1.0 eV/A. Number 10: strongest force on any atom 5.7 eV/A. Number 11: strongest force on any atom 3.0 eV/A. Number 12: strongest force on any atom 2.8 eV/A.